#a
This record from the OMol25 dataset describes a cluster of 7 separate species, C15H44O7 in total. The level of theory is the ωB97M-V functional and the def2-TZVPD basis.

Calculated values
- frontier orbital gap (eV) = 9.887
- SMILES = CC(C)O.CC(C)O.CC(C)O.CC(C)O.CO.CO.CO
- HOMO energy (eV) = -9.56

Structure (XYZ):
```
66
C15H44O7 the ωB97M-V functional and the def2-TZVPD basis
C -2.11697 -10.99192 10.60023
C -1.49966 -11.26738 11.96105
C -0.56586 -12.45116 11.96181
O -0.81515 -10.08375 12.41697
H -1.33026 -10.82857 9.85337
H -2.67379 -10.05279 10.64805
H -2.78235 -11.77510 10.23916
H -2.29041 -11.42124 12.69742
H -0.14884 -12.63200 12.95467
H 0.25777 -12.35820 11.24799
H -1.09069 -13.37620 11.69588
H 0.02895 -10.06386 11.95095
C -5.36130 -8.03968 8.87364
C -4.80452 -6.75311 9.42184
C -3.98533 -5.96565 8.40229
O -5.93076 -5.96786 9.86047
H -4.58493 -8.80555 8.83417
H -5.84300 -7.93767 7.90234
H -6.12283 -8.40026 9.56993
H -4.18851 -6.97483 10.30292
H -2.96288 -6.33682 8.34406
H -3.92374 -4.91212 8.67876
H -4.49537 -6.04293 7.44189
H -5.59736 -5.27449 10.43751
C -0.08667 -3.88676 10.89320
C -1.35866 -4.26428 11.64698
C -1.13326 -4.39626 13.13569
O -2.40405 -3.31223 11.38718
H -0.36224 -3.60673 9.87740
H 0.58678 -4.74407 10.84267
H 0.42085 -3.06143 11.39565
H -1.72633 -5.21712 11.26085
H -2.05270 -4.68763 13.64445
H -0.77128 -3.46737 13.58483
H -0.39513 -5.17172 13.36488
H -2.15782 -2.48834 11.82009
C -2.73498 -9.28975 6.38019
C -1.52140 -10.11972 5.99068
C -1.64036 -10.78268 4.65013
O -0.36184 -9.26976 5.95964
H -3.65051 -9.87774 6.47629
H -2.86837 -8.46330 5.68007
H -2.56436 -8.84378 7.36634
H -1.35895 -10.87243 6.77609
H -1.80687 -10.03448 3.87201
H -2.46946 -11.49005 4.62732
H -0.70530 -11.29535 4.42540
H -0.18202 -9.06839 6.89181
C 3.71099 -7.62430 8.16722
O 4.63621 -7.17932 9.14902
H 3.61835 -6.90804 7.34590
H 3.95235 -8.60335 7.74872
H 2.73145 -7.65586 8.64357
H 5.36248 -6.72826 8.71288
C 2.62088 -9.99339 11.21562
O 1.62073 -8.97819 11.00023
H 3.61455 -9.57859 11.06980
H 2.49224 -10.37770 12.23022
H 2.44975 -10.82865 10.53780
H 2.05331 -8.12294 11.07802
C -0.51982 -7.51056 9.12950
O 0.13442 -8.68682 8.65648
H -1.42746 -7.82305 9.66572
H 0.08122 -6.98077 9.87112
H -0.82378 -6.87096 8.30663
H 0.71782 -8.95563 9.38252
```



#b
This record from the OMol25 dataset describes a cluster of 7 separate species, C15H44O7 in total. The level of theory is the ωB97M-V functional and the def2-TZVPD basis.

Calculated values
- frontier orbital gap (eV) = 10.660
- SMILES = CC(C)O.CC(C)O.CC(C)O.CC(C)O.CC(C)O.O.O
- HOMO energy (eV) = -10.16

Structure (XYZ):
```
66
C15H44O7 the ωB97M-V functional and the def2-TZVPD basis
C 11.11468 17.11723 8.31771
C 12.09705 16.00955 8.01170
C 11.58870 14.64385 8.35065
O 12.46393 15.98418 6.60879
H 11.52709 18.11992 8.18327
H 10.80864 17.07341 9.36714
H 10.20134 17.03192 7.72233
H 13.03558 16.24141 8.53180
H 10.77364 14.35572 7.68103
H 11.14107 14.66083 9.34881
H 12.35745 13.87945 8.28122
H 12.55651 16.90159 6.33821
C 8.80012 13.00226 11.96104
C 8.95692 11.59770 12.48734
C 8.84653 10.52229 11.42378
O 10.19040 11.45204 13.20266
H 7.86676 13.11712 11.40604
H 9.61350 13.21665 11.25655
H 8.79555 13.74826 12.75472
H 8.19806 11.38643 13.24603
H 9.21250 9.58186 11.84206
H 9.46266 10.71562 10.54035
H 7.81635 10.32058 11.12240
H 10.88162 11.92482 12.72796
C 13.03221 9.84523 7.00402
C 12.91670 10.97864 7.98787
C 11.54346 11.07986 8.60772
O 13.85002 10.84756 9.07905
H 14.05687 9.76463 6.62596
H 12.43127 10.04550 6.11493
H 12.76173 8.89224 7.45752
H 13.17182 11.92984 7.50484
H 10.76782 11.17456 7.84468
H 11.47232 11.94328 9.27123
H 11.33802 10.18591 9.20172
H 14.71463 10.68549 8.69272
C 5.70353 16.13083 11.51609
C 6.53721 16.04875 10.23654
C 7.95983 16.51155 10.45016
O 6.65311 14.68429 9.81758
H 5.31662 17.12841 11.70869
H 6.34504 15.81952 12.34361
H 4.88388 15.41200 11.46641
H 6.05324 16.62143 9.43908
H 8.37326 16.04459 11.34872
H 8.04370 17.58885 10.59366
H 8.58738 16.20724 9.61240
H 5.79992 14.24521 9.76213
C 7.26976 11.30784 4.87434
C 8.38114 10.34067 4.47405
C 8.70756 9.40090 5.62760
O 7.93284 9.57730 3.34672
H 7.09826 12.09609 4.14445
H 7.51333 11.81446 5.81271
H 6.37230 10.72879 5.11042
H 9.24538 10.91020 4.14001
H 8.02169 8.55849 5.68194
H 8.76693 9.92557 6.58575
H 9.72958 9.01745 5.52855
H 7.23477 8.99378 3.65993
O 8.40419 13.03376 8.12731
H 9.02744 12.48691 8.61374
H 8.01926 13.61980 8.79299
O 6.89823 14.41704 5.97484
H 7.37385 13.79027 6.53229
H 6.35764 13.86540 5.40406
```



#c
This record from the OMol25 dataset describes a cluster of 7 separate species, C15H44O7 in total. The level of theory is the ωB97M-V functional and the def2-TZVPD basis.

Calculated values
- frontier orbital gap (eV) = 9.697
- SMILES = CC(C)O.CC(C)O.CC(C)O.CC(C)O.CC(C)O.O.O
- HOMO energy (eV) = -9.51

Structure (XYZ):
```
66
C15H44O7 the ωB97M-V functional and the def2-TZVPD basis
C 2.00084 -4.04545 -5.57190
C 1.14676 -3.34377 -4.53115
C 1.17935 -4.07060 -3.19263
O 1.57802 -1.98259 -4.38248
H 1.86167 -3.58583 -6.54962
H 1.71283 -5.09856 -5.65512
H 3.05626 -3.98809 -5.30186
H 0.12926 -3.25340 -4.91728
H 0.76642 -3.43245 -2.41138
H 2.22380 -4.24372 -2.91926
H 0.62569 -5.00579 -3.26282
H 2.41399 -1.99915 -3.89584
C 1.93043 0.21788 0.88713
C 1.37350 -0.78709 -0.11303
C 0.82600 -0.07744 -1.32374
O 2.38763 -1.68906 -0.57313
H 1.10820 0.85295 1.22407
H 2.69326 0.82541 0.39616
H 2.37795 -0.26489 1.75714
H 0.56071 -1.36702 0.34684
H 1.65980 0.36679 -1.87947
H 0.23082 0.78304 -1.01209
H 0.26623 -0.72489 -1.99322
H 2.86069 -2.07081 0.17947
C -0.74778 -0.17236 3.67297
C -1.02774 1.29384 3.91026
C -2.29679 1.50917 4.69247
O 0.07763 1.85613 4.63712
H -1.53179 -0.61002 3.04670
H -0.78341 -0.75590 4.59876
H 0.21108 -0.32795 3.18338
H -1.06295 1.79283 2.93484
H -2.52366 2.56875 4.80522
H -2.16204 1.06160 5.67935
H -3.15364 1.02515 4.21865
H 0.31838 2.69795 4.23979
C 0.82643 3.95247 -0.20501
C 0.20054 4.79164 0.88787
C -0.99504 5.59243 0.38882
O -0.17672 3.95013 1.99944
H 1.61893 3.33998 0.23345
H 1.28640 4.56822 -0.97662
H 0.07910 3.25432 -0.58589
H 0.90937 5.49851 1.32016
H -1.62399 5.90978 1.22337
H -1.63403 5.01868 -0.28950
H -0.67945 6.49955 -0.12999
H -0.91946 3.40552 1.71544
C -2.72613 -0.40195 -0.54140
C -3.92002 0.07151 0.25284
C -5.02655 -0.97580 0.29918
O -3.43525 0.34805 1.58508
H -2.04611 0.40334 -0.81076
H -3.04261 -0.87443 -1.47559
H -2.16544 -1.15977 0.00979
H -4.31578 0.99555 -0.18550
H -5.39391 -1.17002 -0.71071
H -5.88741 -0.59578 0.85468
H -4.64400 -1.88665 0.75594
H -4.18838 0.54402 2.15004
O 4.26059 -2.97134 1.20562
H 3.92006 -3.31915 2.03540
H 5.21664 -2.98032 1.30356
O 4.08479 -1.77931 -2.78044
H 3.38989 -1.65407 -2.10839
H 4.74016 -2.32979 -2.34515
```



Bottom line: #c, by a margin of 0.0162 hartree.



#a
This record from the OMol25 dataset describes a structure of composition CHNO3S. The level of theory is the ωB97M-V functional and the def2-TZVPD basis.

Calculated values
- frontier orbital gap (eV) = 10.727
- HOMO energy (eV) = -10.89

Structure (XYZ):
```
7
CHNO3S the ωB97M-V functional and the def2-TZVPD basis
C -0.76387 1.27320 0.47832
N -0.26020 0.94906 -0.50321
O 1.59821 -0.95658 0.66557
O -0.50787 -1.87758 -0.08848
O 0.31737 0.41789 -1.39848
S 0.86679 -1.58047 -0.40965
H -1.25044 1.77448 1.25593
```



#b
This record from the OMol25 dataset describes a cluster of 2 separate species, CHNO3S in total. The level of theory is the ωB97M-V functional and the def2-TZVPD basis.

Calculated values
- frontier orbital gap (eV) = 10.234
- HOMO energy (eV) = -10.61

Structure (XYZ):
```
7
CHNO3S the ωB97M-V functional and the def2-TZVPD basis
C 1.16483 -0.44640 1.85960
N 0.84373 -0.51678 0.74566
O 0.25368 -0.61387 -0.27494
O -0.63935 1.48031 -2.04039
O -2.30478 -0.26514 -1.69090
S -1.42569 0.73924 -1.12334
H 2.10759 -0.37735 2.52431
```



#c
This record from the OMol25 dataset describes a cluster of 2 separate species, CHNO3S in total. The level of theory is the ωB97M-V functional and the def2-TZVPD basis.

Calculated values
- frontier orbital gap (eV) = 9.020
- HOMO energy (eV) = -10.37

Structure (XYZ):
```
7
CHNO3S the ωB97M-V functional and the def2-TZVPD basis
C -0.37668 -1.68194 -0.21937
N -0.57586 -0.92438 -1.07054
O -0.84305 -0.26198 -2.02499
O 1.84876 1.58210 0.29829
O -0.01673 1.31373 1.72304
S 0.56358 2.08882 0.62373
H -0.60001 -2.11635 0.66983
```



Bottom line: #a, by a margin of 0.0080 hartree.



#a
This record from the OMol25 dataset describes a cluster of 14 separate species, H28O14 in total. The level of theory is the ωB97M-V functional and the def2-TZVPD basis.

Calculated values
- frontier orbital gap (eV) = 9.865
- HOMO energy (eV) = -10.20

Structure (XYZ):
```
42
H28O14 the ωB97M-V functional and the def2-TZVPD basis
H 0.26936 -0.22199 -0.52629
H -0.57443 -0.62292 0.67259
H -1.55743 3.29073 -1.96783
H -2.07471 3.77477 -3.31251
H -0.17862 4.33527 -0.09116
H -0.85835 5.69202 -0.17622
H -0.98898 1.89998 2.51028
H 0.20612 1.93292 3.44873
H -3.03869 -1.04457 -1.32362
H -2.49101 0.12982 -0.52934
H 3.82319 0.47536 -1.79285
H 3.84073 1.77169 -0.99959
H 1.50670 -2.40660 1.29434
H 0.12587 -2.22282 1.90227
H -1.49755 -2.24670 -4.45200
H -1.49937 -0.73290 -4.31619
H 0.82697 -0.25710 -3.88237
H 1.11223 1.14884 -3.38040
H 4.01875 1.30599 1.18759
H 4.78600 1.44506 2.49221
H -3.26626 -2.85101 0.49510
H -3.08211 -3.80778 1.66160
H -0.18836 -2.26912 4.34684
H -1.50565 -3.00199 4.54098
H -0.15787 -2.89432 -1.89118
H -1.29966 -1.89510 -1.98025
H 1.12037 -0.06576 3.56493
H 1.97434 -0.32479 2.33462
O -0.37312 0.12710 0.10168
O -2.34141 3.28173 -2.52844
O -0.34774 5.13398 0.42115
O -0.40970 1.32551 3.02352
O -2.51614 -0.83361 -0.54168
O 4.39810 1.02618 -1.24965
O 0.75455 -1.80396 1.30368
O -1.33253 -1.43875 -4.95096
O 0.65876 0.33324 -3.13928
O 4.82976 1.02474 1.62595
O -3.37627 -3.77556 0.74431
O -0.56535 -3.06237 4.74387
O -0.40552 -2.05793 -2.30119
O 1.67506 0.38272 2.91673
```



#b
This record from the OMol25 dataset describes a cluster of 14 separate species, H28O14 in total. The level of theory is the ωB97M-V functional and the def2-TZVPD basis.

Calculated values
- frontier orbital gap (eV) = 8.782
- HOMO energy (eV) = -9.11

Structure (XYZ):
```
42
H28O14 the ωB97M-V functional and the def2-TZVPD basis
O 6.31519 13.62832 -9.13389
H 6.00396 14.52695 -9.11380
H 7.25233 13.73914 -8.98755
O 6.38632 12.02475 -3.48523
H 6.35732 11.74847 -2.60315
H 7.34367 12.02709 -3.58270
O 7.36673 9.34993 -8.38747
H 6.69982 9.80185 -7.86863
H 6.87306 8.70506 -8.92805
O 7.11028 12.24492 -6.64515
H 7.27545 11.48577 -6.12182
H 7.57818 12.94523 -6.14690
O 9.25472 12.18207 -3.57877
H 9.69577 12.25272 -4.44127
H 9.89575 12.46108 -2.93737
O 5.48607 15.23210 -3.74558
H 5.75365 14.98764 -2.86747
H 5.98015 14.75852 -4.39256
O 5.05577 9.92913 -4.75645
H 4.30921 9.72173 -4.24004
H 5.67096 10.50346 -4.20521
O 8.06473 9.89354 -5.35928
H 7.96016 9.06430 -5.82317
H 8.95162 9.91230 -4.99708
O 4.35237 11.90667 -8.91417
H 4.55382 10.99294 -8.61062
H 5.18383 12.38419 -8.72252
O 7.79133 16.14387 -7.48875
H 8.18764 16.82277 -8.05733
H 8.16038 15.33124 -7.78919
O 5.58615 14.35286 -6.50264
H 6.09120 13.57853 -6.81986
H 5.04312 13.93942 -5.84454
O 4.90265 9.68101 -7.35868
H 4.44072 8.88191 -7.30473
H 4.91291 9.90626 -6.42343
O 8.24442 14.42770 -5.31740
H 8.04844 15.31463 -5.51236
H 8.45466 14.57227 -4.41366
O 10.45951 12.52915 -6.25726
H 10.66688 13.39842 -5.85509
H 9.75079 12.66248 -6.91052
```



#c
This record from the OMol25 dataset describes a structure of composition H28O14. The level of theory is the ωB97M-V functional and the def2-TZVPD basis.

Calculated values
- frontier orbital gap (eV) = 8.055
- HOMO energy (eV) = -8.83

Structure (XYZ):
```
42
H28O14 the ωB97M-V functional and the def2-TZVPD basis
H 0.66814 -0.29379 0.40938
H 0.44347 1.06564 1.08459
H -0.32427 -1.74386 -2.24745
H 0.07855 -1.58413 -0.74481
H -0.76832 0.32663 3.68588
H 0.32427 0.87603 4.56646
H -2.08900 2.49585 -0.94466
H -2.50458 3.83192 -1.31636
H -2.24449 -0.45733 2.05911
H -2.60321 0.30633 0.86695
H -2.52223 -3.71670 -1.17868
H -3.60951 -2.61511 -1.36492
H 1.23942 -4.56533 1.44702
H 2.15351 -5.25497 0.47689
H 3.09683 0.82987 -0.56472
H 2.20593 1.79608 0.35049
H 3.36218 0.08844 0.93469
H 4.46472 -0.83994 1.42715
H 2.37193 4.29368 0.03578
H 1.75521 5.38735 -0.83234
H -4.23550 2.10637 1.73145
H -4.14782 0.74322 0.80128
H 3.41865 -0.59368 -1.46587
H 4.08954 -1.44531 -2.52322
H 0.06796 0.79620 -2.33311
H 1.64005 0.44257 -2.14007
H -2.33666 -0.34792 -1.51709
H -3.86290 -0.64192 -1.82768
O 0.21792 0.49734 0.33180
O -0.68390 -1.77617 -1.37485
O -0.02666 0.03118 4.26130
O -2.86628 3.09958 -0.86389
O -2.66687 -0.63537 1.22585
O -2.70154 -2.71495 -1.19924
O 1.74846 -5.34523 1.28590
O 2.94824 1.73012 -0.17927
O 3.57758 -0.52517 1.62707
O 2.23677 5.22679 -0.00848
O -3.80432 1.17498 1.61298
O 4.16589 -1.21013 -1.64946
O 0.73485 0.16018 -2.51237
O -3.01202 -0.99932 -1.43348
```



#d
This record from the OMol25 dataset describes a cluster of 14 separate species, H28O14 in total. The level of theory is the ωB97M-V functional and the def2-TZVPD basis.

Calculated values
- frontier orbital gap (eV) = 9.874
- HOMO energy (eV) = -10.50

Structure (XYZ):
```
42
H28O14 the ωB97M-V functional and the def2-TZVPD basis
H -0.27796 -0.41414 0.17819
H 0.45436 1.00560 0.20582
H -2.11056 0.98420 -0.78010
H -1.07588 0.41985 -1.84159
H -2.30684 2.96196 1.15228
H -1.61966 4.44220 1.07660
H -2.45140 -2.90983 2.73479
H -3.25496 -3.99524 3.55568
H 2.56119 -0.63154 -2.82382
H 1.86703 -1.12749 -1.71448
H 2.96093 5.42153 -1.94497
H 2.95155 4.46651 -0.89407
H -0.63109 -0.02862 3.46133
H 0.03358 -0.61745 4.67007
H -1.62789 -2.65241 -2.17298
H -0.60974 -2.54277 -3.27368
H -0.98266 3.92387 -1.50917
H 0.52294 4.14336 -1.44936
H 1.30812 2.06189 3.08303
H 1.31773 1.80587 1.53664
H -1.62506 -0.30345 1.35303
H -1.95311 1.32992 1.34398
H 3.50442 -2.78882 2.04204
H 3.36197 -3.90846 3.03357
H 1.45686 -4.45325 -2.48783
H 1.27103 -3.47919 -1.41579
H -2.45340 -2.34431 -3.72965
H -1.78323 -0.96812 -3.88381
O 0.42895 0.14948 0.61936
O -1.33451 1.20554 -1.37960
O -2.22261 3.79943 1.61788
O -2.71229 -3.20846 3.64748
O 2.34928 -0.30177 -1.89332
O 3.51067 5.21704 -1.21268
O -0.17845 -0.80323 3.74467
O -0.79101 -2.88881 -2.39817
O -0.16869 3.63220 -1.92623
O 0.82975 2.20089 2.27832
O -1.80915 0.47547 0.77865
O 4.00411 -3.60091 2.37809
O 1.81621 -4.19689 -1.57974
O -2.53055 -1.48169 -4.18043
```



Bottom line: #b, by a margin of 0.0717 hartree.